Record 1
Below is C8H13N3O in the gas phase in a non-equilibrium geometry, with properties calculated with ωB97M-V/def2-TZVPD.

Structure (XYZ):
```
25
Properties=species:S:1:pos:R:3:lowdin_charge:R:1
C 1.51 -1.92 -0.32 -0.01
C 0.29 2.01 0.43 -0.07
C 2.36 -0.88 -0.27 0.00
C 0.62 0.66 0.24 -0.09
C 0.17 -1.89 0.48 -0.35
C -0.25 3.16 -0.04 -0.12
C -0.54 -3.16 -0.12 -0.05
C -1.55 3.12 -0.80 -0.10
N 1.92 0.42 0.04 -0.24
N -0.39 -0.60 0.14 -0.07
N -1.84 -0.28 0.55 0.09
O 2.84 1.29 0.04 -0.09
H 1.77 -2.84 -0.70 0.08
H 1.31 2.35 1.02 0.16
H 3.33 -0.84 -0.67 0.11
H 0.35 -1.87 1.61 0.16
H 0.23 4.02 0.30 0.08
H -1.54 -3.30 0.31 0.08
H -0.08 -3.99 0.28 0.04
H -0.43 -3.17 -1.21 0.09
H -1.71 2.07 -1.20 0.09
H -1.58 3.79 -1.61 0.04
H -2.32 3.27 0.00 0.10
H -2.02 -0.60 1.47 0.05
H -2.46 -0.82 0.02 0.04
```

Summary:
M in g mol⁻¹: 167.2
ΔE to the lowest compared entry with this formula, charge and spin in eV: 7.498
E in a.u.: -551.8841
Maximum force in hartree/bohr: 0.1121
Gap between HOMO and LUMO (spin up / spin down) in eV: 7.78 / 7.78
Multiplicity: 1

---

Record 2
Below is C8H13N3O3S2 in the gas phase in a non-equilibrium geometry, with properties calculated with ωB97M-V/def2-TZVPD.

Structure (XYZ):
```
29
Properties=species:S:1:pos:R:3:lowdin_charge:R:1
C -5.00 -0.07 -1.74 -0.12
O -5.17 1.04 -0.89 -0.20
C -4.05 1.37 -0.12 -0.29
C -3.76 0.41 1.04 -0.41
S -2.76 -1.04 0.58 0.90
C -1.20 -0.30 0.49 -0.95
N -0.97 0.94 0.73 -0.07
N 0.31 1.28 0.61 0.00
C 1.07 0.29 0.27 -0.57
N 2.42 0.39 0.09 0.12
C 3.19 -0.68 -0.26 -0.45
O 2.73 -1.78 -0.44 0.01
C 4.66 -0.35 -0.41 -0.13
O 4.90 1.01 -0.15 -0.20
C 6.26 1.36 -0.28 -0.09
S 0.23 -1.24 0.06 1.09
H -5.88 -0.10 -2.38 0.09
H -4.10 0.05 -2.36 0.09
H -4.92 -1.01 -1.19 0.06
H -4.28 2.35 0.30 0.13
H -3.15 1.46 -0.75 0.11
H -4.70 0.01 1.43 0.08
H -3.21 0.93 1.83 0.07
H 2.86 1.29 0.22 0.15
H 4.97 -0.62 -1.43 0.14
H 5.22 -0.99 0.29 0.14
H 6.88 0.80 0.43 0.09
H 6.63 1.17 -1.29 0.09
H 6.32 2.43 -0.06 0.09
```

Summary:
M in g mol⁻¹: 263.3
ΔE to the lowest compared entry with this formula, charge and spin in eV: 0.000
E in a.u.: -1498.9657
Maximum force in hartree/bohr: 0.0383
Gap between HOMO and LUMO in eV: 8.82
Multiplicity: 1

---

Record 3
Below is 2 unconnected molecules or ions with the total composition C8H13N4 in a non-equilibrium geometry, with properties calculated with ωB97M-V/def2-TZVPD.

Structure (XYZ):
```
25
Properties=species:S:1:pos:R:3:lowdin_charge:R:1
C 0.42 1.57 -2.49 -0.03
C 1.59 0.77 -2.47 -0.06
C -0.41 1.59 -1.39 -0.03
C 1.93 0.11 -1.34 0.00
C -0.07 0.94 -0.19 -0.12
C 1.11 0.15 -0.17 -0.28
C -0.94 1.33 1.09 -0.18
C 0.01 -2.31 0.48 0.06
N 1.28 -0.53 0.98 -0.01
N -1.12 -1.88 0.61 0.12
N 2.44 -0.94 1.46 0.10
N -2.25 0.62 1.06 -0.01
H 0.13 2.12 -3.36 0.12
H 2.19 0.97 -3.36 0.12
H -1.27 2.17 -1.42 0.10
H 2.82 -0.54 -1.28 0.12
H -0.17 1.01 1.87 0.12
H -1.00 2.44 1.14 0.12
H 0.18 -3.28 0.11 0.07
H -1.98 -2.45 0.51 0.16
H -1.20 -0.91 0.95 0.06
H 3.27 -1.09 0.89 0.12
H 2.41 -1.32 2.43 0.15
H -2.86 0.94 1.82 0.10
H -2.76 0.98 0.27 0.08
```

Summary:
M in g mol⁻¹: 165.2
ΔE to the lowest compared entry with this formula, charge and spin in eV: 4.988
E in a.u.: -531.2618
Maximum force in hartree/bohr: 0.0937
Gap between HOMO and LUMO (spin up / spin down) in eV: 7.33 / 7.34
Charge: +1
Multiplicity: 1

---

Record 4
Below is 2 unconnected molecules or ions with the total composition C8H13N4 in a non-equilibrium geometry, with properties calculated with ωB97M-V/def2-TZVPD.

Structure (XYZ):
```
25
Properties=species:S:1:pos:R:3:lowdin_charge:R:1
C 2.32 -1.71 -0.24 -0.01
C 1.03 -1.29 -0.23 -0.13
C 3.25 -0.59 -0.24 -0.07
C 0.84 0.03 -0.07 0.00
C 1.62 1.13 0.16 -0.38
C -1.86 -0.71 0.25 -0.49
C 1.22 2.46 0.55 -0.05
C -1.94 -0.74 1.81 0.03
N 2.92 0.69 0.03 0.14
N -1.94 -1.82 -0.39 0.23
N -1.64 0.61 -0.12 0.15
N -1.93 0.76 -1.57 0.21
H 2.52 -2.77 -0.21 0.11
H 0.23 -2.03 -0.22 0.09
H 4.21 -0.86 -0.36 0.07
H 1.48 2.66 1.62 0.10
H 1.74 3.25 -0.11 0.12
H 0.08 2.44 0.41 0.08
H -1.10 -0.09 2.03 0.08
H -2.97 -0.48 1.92 0.08
H -1.93 -1.83 1.97 0.10
H -1.97 -1.63 -1.36 0.04
H -1.46 1.59 -2.01 0.21
H -1.82 -0.15 -1.98 0.12
H -2.89 1.09 -1.63 0.18
```

Summary:
M in g mol⁻¹: 165.2
ΔE to the lowest compared entry with this formula, charge and spin in eV: 3.006
E in a.u.: -531.1185
Maximum force in hartree/bohr: 0.0911
Gap between HOMO and LUMO (spin up / spin down) in eV: 7.06 / 4.71
⟨S²⟩: 2.04
Charge: +1
Multiplicity: 3

---

Record 5
Below is a gas-phase ion, C8H13N4O2 (charge +1) in a non-equilibrium geometry, with properties calculated with ωB97M-V/def2-TZVPD.

Structure (XYZ):
```
27
Properties=species:S:1:pos:R:3:lowdin_charge:R:1
N 1.45 0.58 2.12 0.14
C 0.17 0.80 1.97 -0.26
N -0.87 -0.05 2.94 0.14
C -0.71 -0.32 1.52 -0.23
C -1.85 0.05 0.63 -0.12
C -1.42 0.92 -0.65 -0.10
C -0.22 0.23 -1.25 -0.18
C 0.87 0.89 -1.55 -0.03
N 1.95 0.26 -2.17 0.14
C 1.95 -1.05 -2.59 -0.56
O 2.83 -1.51 -3.21 0.15
N 0.76 -1.71 -2.30 0.20
C -0.45 -1.14 -1.83 -0.37
O -1.39 -1.87 -1.64 0.10
H 1.99 0.93 2.94 0.16
H 1.79 -0.05 1.43 0.11
H -0.34 1.82 2.10 0.19
H -0.30 -0.59 3.64 0.19
H -1.73 0.41 3.28 0.17
H -0.24 -1.27 1.35 0.17
H -2.69 0.68 1.09 0.15
H -2.31 -0.79 0.09 0.11
H -1.25 1.92 -0.23 0.11
H -2.13 0.90 -1.47 0.13
H 0.90 1.84 -1.11 0.13
H 2.62 0.85 -2.62 0.16
H 0.63 -2.73 -2.52 0.19
```

Summary:
M in g mol⁻¹: 197.2
ΔE to the lowest compared entry with this formula, charge and spin in eV: 0.268
E in a.u.: -681.8827
Maximum force in hartree/bohr: 0.0806
Gap between HOMO and LUMO in eV: 9.52
Charge: +1
Multiplicity: 1

---

Record 6
Below is 3 unconnected molecules or ions with the total composition C8H13N6O in a non-equilibrium geometry, with properties calculated with ωB97M-V/def2-TZVPD.

Structure (XYZ):
```
28
Properties=species:S:1:pos:R:3:lowdin_charge:R:1
C 2.78 -2.48 -0.75 -0.01
C 3.25 -1.70 0.26 -0.13
C 1.58 -1.94 -1.40 -0.04
C 2.68 -0.56 0.69 -0.07
C 1.05 -0.81 -0.93 -0.12
C 1.53 -0.08 0.09 -0.24
C 0.80 1.20 0.54 -0.05
C -3.11 2.15 0.02 0.04
N -2.02 0.46 -1.00 -0.03
N -5.11 -1.16 -0.64 0.23
N -3.13 1.10 -0.66 -0.16
N -5.76 -2.04 -0.38 -0.26
N -1.30 0.39 1.37 0.23
N -0.14 0.76 1.63 0.02
O -6.33 -2.97 0.05 0.16
H 3.33 -3.42 -1.02 0.13
H 4.23 -2.04 0.78 0.15
H 0.93 -2.42 -2.12 0.10
H 3.15 0.08 1.48 0.14
H 0.03 -0.44 -1.41 0.13
H 1.43 2.06 0.93 0.15
H 0.11 1.76 -0.11 0.11
H -2.24 2.71 0.17 0.08
H -3.99 2.57 0.43 0.09
H -1.43 0.52 0.31 -0.05
H -2.39 -0.40 -1.51 0.10
H -4.06 0.61 -0.91 0.13
H 0.12 0.74 2.62 0.17
```

Summary:
M in g mol⁻¹: 209.2
ΔE to the lowest compared entry with this formula, charge and spin in eV: 7.140
E in a.u.: -715.9322
Maximum force in hartree/bohr: 0.1116
Gap between HOMO and LUMO in eV: 7.91
Charge: +1
Multiplicity: 1

---

Record 7
Below is a molecular structure, C8H13NO in a non-equilibrium geometry, with properties calculated with ωB97M-V/def2-TZVPD.

Structure (XYZ):
```
23
Properties=species:S:1:pos:R:3:lowdin_charge:R:1
C 3.05 -1.11 0.60 -0.04
C -0.29 0.60 1.89 -0.05
C -2.21 1.17 -1.30 -0.09
C 0.66 0.00 -0.48 -0.24
C 2.33 0.21 0.47 -0.32
C -0.15 0.20 0.48 -0.17
C -1.79 0.07 -0.37 -0.26
N 0.86 -0.36 -1.77 0.11
C -2.58 -0.94 -0.03 0.00
O 2.81 1.25 0.85 0.06
H 0.09 -0.85 -2.21 0.10
H 1.35 0.30 -2.34 0.11
H 2.37 -1.87 0.98 0.08
H 3.93 -1.02 1.24 0.08
H 3.36 -1.41 -0.40 0.08
H -1.04 1.39 1.97 0.09
H -0.62 -0.24 2.50 0.08
H 0.67 0.97 2.27 0.07
H -3.29 1.31 -1.30 0.08
H -1.76 2.12 -1.00 0.08
H -1.90 0.97 -2.33 0.07
H -2.23 -1.75 0.60 0.05
H -3.61 -1.01 -0.36 0.06
```

Summary:
M in g mol⁻¹: 139.2
ΔE to the lowest compared entry with this formula, charge and spin in eV: 4.134
E in a.u.: -442.4773
Maximum force in hartree/bohr: 0.1519
Gap between HOMO and LUMO in eV: 8.56
Multiplicity: 1

---

Record 8
Below is C8H13NO in the gas phase in a non-equilibrium geometry, with properties calculated with ωB97M-V/def2-TZVPD.

Structure (XYZ):
```
23
Properties=species:S:1:pos:R:3:lowdin_charge:R:1
H 5.22 -0.34 -0.13 0.19
N 4.29 -1.14 0.13 0.10
C 3.45 -0.27 0.41 -0.31
O 4.45 1.06 0.14 -0.16
C 2.07 -0.15 0.05 0.05
C 0.87 -0.07 -0.08 0.04
C -0.60 0.00 -0.24 -0.56
C -1.01 -0.99 -1.34 -0.04
C -0.98 1.43 -0.65 -0.04
C -1.22 -0.38 1.13 -0.21
C -2.74 -0.34 1.19 -0.10
H 3.92 1.63 -0.43 0.04
H -2.07 -0.85 -1.59 0.08
H -0.43 -0.83 -2.25 0.09
H -0.87 -2.03 -1.01 0.09
H -0.77 2.14 0.17 0.09
H -0.41 1.74 -1.54 0.09
H -2.05 1.48 -0.89 0.08
H -0.81 0.30 1.90 0.12
H -0.88 -1.39 1.40 0.12
H -3.13 0.67 1.00 0.07
H -3.20 -1.02 0.46 0.07
H -3.09 -0.64 2.18 0.08
```

Summary:
M in g mol⁻¹: 139.2
ΔE to the lowest compared entry with this formula, charge and spin in eV: 4.680
E in a.u.: -442.4573
Maximum force in hartree/bohr: 0.1041
Gap between HOMO and LUMO in eV: 10.12
Multiplicity: 1